Record 1
{"formula": "C36H42Br4N6O11Sr", "method": "wB97M-V/def2-TZVPD", "elements": ["N", "H", "H", "H", "H", "Sr", "C", "C", "O", "H", "H", "H", "H", "H", "Br", "C", "C", "Br", "H", "H", "H", "H", "Br", "C", "C", "Br", "H", "H", "H", "H", "C", "C", "C", "C", "C", "C", "N", "O", "O", "H", "H", "H", "H", "H", "C", "C", "C", "C", "C", "C", "N", "O", "O", "H", "H", "H", "H", "H", "C", "C", "C", "C", "C", "C", "N", "O", "O", "H", "H", "H", "H", "H", "C", "C", "C", "C", "C", "C", "N", "O", "O", "H", "H", "H", "H", "H", "C", "C", "C", "C", "C", "C", "N", "O", "O", "H", "H", "H", "H", "H"], "coordinates": [[-0.15106, -3.25792, -3.43400], [0.56810, -2.68597, -3.88266], [-0.86676, -2.63812, -2.97571], [0.26489, -3.80823, -2.65216], [-0.50298, -3.89105, -4.15199], [-3.70666, -2.68750, -1.49556], [0.92643, -0.96371, -1.07049], [-0.58552, -0.90526, -0.86791], [-1.38254, -1.77735, -1.61464], [1.23673, -0.32758, -1.90498], [1.26013, -1.97272, -1.30898], [1.47446, -0.59369, -0.20381], [-0.91641, 0.12885, -1.04192], [-0.74299, -0.97073, 0.21903], [-4.01243, 1.77495, 4.11147], [-2.35074, 2.67453, 3.58915], [-1.44138, 1.77647, 2.77302], [0.15255, 2.76563, 2.14348], [-1.87522, 2.97336, 4.51923], [-2.59983, 3.59546, 3.07102], [-1.78230, 1.41926, 1.80666], [-1.11244, 0.91012, 3.33989], [4.90655, 1.51341, 0.30014], [4.20088, 0.16192, 1.59649], [3.10998, 0.92075, 2.33122], [2.60601, 0.10157, 3.98753], [5.07474, -0.03676, 2.20472], [3.85640, -0.66643, 0.98990], [2.21353, 1.03135, 1.73170], [3.50077, 1.90697, 2.56533], [-7.08311, -1.87458, 4.48923], [-6.99623, -2.24428, 3.16789], [-5.81744, -2.04112, 2.44633], [-4.68548, -1.54089, 3.08269], [-4.75648, -1.21031, 4.43182], [-5.91997, -1.39834, 5.13035], [-3.46038, -1.33059, 2.34171], [-3.50884, -1.39361, 1.10647], [-2.42399, -1.18343, 2.93357], [-7.96119, -1.95235, 5.11426], [-7.81966, -2.72492, 2.65720], [-5.85144, -2.39091, 1.42443], [-3.94214, -0.74294, 4.96957], [-6.05168, -1.01632, 6.13317], [7.42364, -1.77769, -4.08247], [7.22577, -1.74694, -2.71205], [5.93149, -1.62643, -2.26412], [4.88390, -1.55889, -3.16756], [5.08658, -1.59488, -4.54550], [6.38634, -1.67683, -5.01154], [3.50604, -1.56373, -2.65628], [3.33189, -1.25308, -1.50414], [2.62002, -1.74228, -3.46172], [8.42620, -1.96716, -4.44928], [8.05334, -1.82853, -2.02386], [5.75777, -1.60819, -1.19536], [4.22578, -1.46048, -5.18343], [6.63186, -1.73134, -6.06127], [1.50761, -2.88454, 2.91433], [0.31724, -3.21253, 2.26899], [0.28443, -3.80763, 1.01154], [1.52391, -4.03337, 0.41210], [2.71589, -3.71734, 1.04562], [2.72474, -3.17123, 2.29944], [1.55754, -4.56942, -0.95080], [0.46896, -4.77369, -1.49516], [2.62369, -4.82689, -1.42480], [1.55231, -2.48108, 3.91207], [-0.63651, -3.01444, 2.73953], [-0.62093, -4.08811, 0.50862], [3.62200, -3.89668, 0.48395], [3.59147, -3.02931, 2.93063], [-3.01901, 4.33578, -1.06577], [-2.47147, 3.17042, -1.58911], [-3.17364, 1.98899, -1.46469], [-4.44847, 2.01440, -0.92845], [-5.05922, 3.19630, -0.50022], [-4.31024, 4.35887, -0.52909], [-5.21678, 0.75736, -0.82876], [-6.26100, 0.75548, -0.25344], [-4.71690, -0.24794, -1.32919], [-2.45573, 5.24371, -1.24291], [-1.52331, 3.18953, -2.10914], [-2.85739, 1.04222, -1.88526], [-6.09539, 3.04160, -0.22723], [-4.72495, 5.31261, -0.23533], [2.90678, 3.42004, -1.82468], [2.87023, 4.72146, -2.31262], [1.82605, 5.53848, -1.88325], [0.88081, 5.03411, -0.99804], [0.91381, 3.71261, -0.62136], [1.92681, 2.84165, -1.01849], [-0.27310, 5.86047, -0.58787], [-1.32020, 5.23768, -0.45219], [-0.16221, 7.05175, -0.45128], [3.71389, 2.76288, -2.13211], [3.55454, 5.14187, -3.03266], [1.70477, 6.53352, -2.29200], [0.10012, 3.37215, 0.00837], [1.92336, 1.82769, -0.65458]], "mulliken_charge": [-0.17, 0.29, 0.23, 0.20, 0.43, 1.83, -0.14, 0.12, -0.87, 0.62, -0.42, -0.24, 0.11, -0.08, -0.15, -0.58, -0.23, -0.10, 0.45, 0.38, 0.00, 0.40, -0.19, -0.02, 0.10, -0.13, 0.60, -0.30, -0.51, 0.49, -0.51, -0.64, -0.19, 0.50, -0.54, -0.73, 1.02, -0.28, -0.55, 0.43, 0.39, 0.13, 0.70, 0.38, -0.36, -0.86, 0.19, 0.02, -0.39, -0.75, 0.99, -0.12, -0.64, 0.38, 0.44, 0.31, 0.44, 0.42, -0.87, -0.25, -0.45, 0.29, -0.20, -0.72, 1.12, -0.80, -0.58, 0.70, 0.39, 0.33, 0.49, 0.45, 0.28, -0.62, -0.23, 0.10, -0.42, -1.00, 0.81, -0.57, -0.59, 0.10, 0.47, 0.53, 0.56, 0.48, -0.83, -1.12, -0.41, -0.24, 0.13, 0.40, 1.02, -0.58, -0.57, 0.48, 0.44, 0.46, 0.25, 0.48], "orbital_gap_ha": 0.23782, "max_force_ev_per_a": 5.83, "e_homo_ev": -13.300, "energy_ev": -350453.4003, "e_above_lowest_kj_mol": 295.7, "charge": 2}

Record 2
{"formula": "C30H50HoP2Te", "method": "wB97M-V/def2-TZVPD", "elements": ["Ho", "C", "C", "C", "C", "C", "C", "H", "H", "H", "C", "H", "H", "H", "C", "H", "H", "H", "C", "H", "H", "H", "C", "H", "H", "H", "C", "C", "C", "C", "C", "C", "C", "C", "H", "H", "H", "H", "H", "H", "H", "H", "H", "H", "H", "H", "P", "C", "H", "H", "H", "C", "H", "H", "H", "C", "H", "H", "H", "P", "C", "H", "H", "H", "C", "H", "H", "H", "C", "H", "H", "H", "Te", "C", "C", "C", "C", "C", "C", "H", "H", "H", "H", "H"], "coordinates": [[0.44314, 0.29008, -0.25243], [0.33140, -1.13252, -2.34835], [1.68618, -0.79244, -2.02266], [0.91354, -2.28604, -0.43149], [-0.12109, -2.08501, -1.39417], [2.03698, -1.48475, -0.80915], [-0.36053, -0.76313, -3.61340], [-0.01254, 0.19776, -4.01435], [-1.44685, -0.69755, -3.47249], [-0.19187, -1.51561, -4.39802], [-1.34807, -2.90941, -1.52596], [-1.92723, -2.63070, -2.41942], [-1.98891, -2.80017, -0.63653], [-1.08981, -3.97832, -1.60957], [0.92265, -3.33011, 0.61677], [1.09496, -4.32770, 0.18275], [-0.03877, -3.35685, 1.13418], [1.71141, -3.14841, 1.36308], [3.38164, -1.48313, -0.18840], [4.07293, -2.12273, -0.74570], [3.35074, -1.85635, 0.83814], [3.81888, -0.47522, -0.16847], [2.63680, -0.14127, -2.93841], [3.01128, -0.83110, -3.71102], [3.50425, 0.23314, -2.40708], [2.17518, 0.70015, -3.47005], [0.78500, 2.78089, -0.22934], [1.10705, 2.41000, -1.51580], [2.16700, 3.12872, -2.30585], [3.65919, 2.83160, -1.98159], [3.88871, 2.00438, -0.74262], [3.56794, 2.44585, 0.47550], [2.98741, 3.81695, 0.71496], [1.48049, 3.97691, 0.39400], [2.04484, 4.21905, -2.24188], [4.19453, 3.80625, -1.93116], [2.01292, 2.91643, -3.37542], [1.39585, 4.87602, -0.23908], [-0.22219, 2.59736, 0.21816], [0.39591, 1.84797, -2.17651], [0.95971, 4.24632, 1.31500], [3.15545, 4.07335, 1.77608], [3.98394, 1.97256, 1.37303], [3.53738, 4.58423, 0.14658], [4.10874, 2.30914, -2.84558], [4.60838, 1.17869, -0.88737], [-2.66855, 0.97495, -0.53195], [-4.02525, -0.00350, -1.25121], [-4.86389, 0.67779, -1.44206], [-4.34326, -0.80151, -0.57756], [-3.69824, -0.44456, -2.20090], [-3.55069, 2.02306, 0.67886], [-4.52648, 2.29619, 0.25500], [-2.97069, 2.93079, 0.87447], [-3.69163, 1.47587, 1.61885], [-2.43461, 2.19507, -1.91069], [-1.71534, 2.97831, -1.61848], [-3.40706, 2.64938, -2.13224], [-2.05252, 1.68073, -2.81120], [0.97835, 0.21868, 2.73231], [2.77647, -0.07002, 2.93825], [3.10036, 0.35394, 3.89599], [3.34147, 0.38651, 2.11693], [2.95648, -1.15217, 2.92893], [0.80413, 1.98959, 3.17863], [1.47574, 2.62000, 2.58113], [1.02489, 2.11380, 4.24044], [-0.23253, 2.31535, 2.98812], [0.37484, -0.57731, 4.25511], [0.88546, -0.12146, 5.11349], [0.61365, -1.64127, 4.21852], [-0.70544, -0.45414, 4.34680], [-2.09005, -0.85406, 1.77324], [-3.35286, -2.60892, 1.58441], [-2.80287, -3.91603, 1.56953], [-3.65819, -5.02475, 1.41681], [-5.04913, -4.85227, 1.36066], [-5.59448, -3.55898, 1.43211], [-4.75993, -2.43641, 1.54943], [-1.72555, -4.06770, 1.68283], [-3.24017, -6.03477, 1.35007], [-5.71818, -5.71816, 1.26847], [-6.67593, -3.41627, 1.40689], [-5.16289, -1.42099, 1.62113]], "mulliken_charge": [-0.37, 0.49, 0.98, 0.93, 0.66, 0.06, -1.77, 0.29, 0.34, 0.32, -1.13, 0.49, -0.15, 0.31, -1.09, 0.41, -0.31, 0.34, -1.30, 0.28, 0.35, 0.13, -1.15, 0.36, 0.43, 0.21, 0.20, 0.63, -1.56, -1.57, -0.36, -0.10, -1.59, -1.73, 0.47, 0.56, 0.55, 0.55, 0.35, 0.44, 0.64, 0.44, 0.84, 0.42, 0.31, 1.09, 0.78, -1.15, 0.49, 0.18, 0.25, -1.31, 0.44, 0.39, 0.33, -1.38, 0.28, 0.53, 0.22, 0.97, -1.22, 0.51, -0.04, 0.36, -1.10, -0.03, 0.64, 0.20, -1.29, 0.47, 0.37, 0.37, 0.24, 0.33, -0.16, -0.64, -0.51, -0.56, -0.47, 0.29, 0.39, 0.37, 0.36, 0.44], "orbital_gap_ha": [0.17892, 0.18153], "max_force_ev_per_a": 4.00, "e_homo_ev": [-8.657, -8.667], "energy_ev": -83583.5921, "spin_multiplicity": 5, "charge": 1}

Which formula does entry 1 have?
C36H42Br4N6O11Sr

Which formula does entry 2 have?
C30H50HoP2Te